1.
Entry from OMol25: a molecular structure, C17H48KN4O5 in a non-equilibrium geometry (ωB97M-V/def2-TZVPD).

Structure (XYZ):
```
75
Properties=species:S:1:pos:R:3:forces:R:3
K 13.86648 5.29872 -14.45282 0.048 0.109 -0.010
C 11.16825 7.12882 -13.50038 -2.642 -0.453 0.030
O 12.19985 6.59890 -12.72531 0.870 -0.027 -0.024
H 11.40868 7.80588 -14.32007 0.673 0.088 0.525
H 10.56077 6.33035 -13.92645 0.265 -0.376 -0.550
H 10.42697 7.51845 -12.80268 -0.002 1.066 -0.221
H 11.75247 6.25274 -11.94967 0.373 -0.217 0.225
C 16.60069 2.67163 -17.67322 1.132 -0.336 1.045
C 16.08549 3.54739 -16.53717 0.110 -0.773 -0.111
C 17.11896 4.28137 -15.65735 0.069 0.026 -0.512
O 16.44050 4.92308 -14.60828 -0.059 -0.058 0.903
C 17.24897 5.50357 -13.58622 -0.316 -0.027 0.320
N 15.08921 4.40890 -17.10138 -0.484 1.875 0.104
H 17.58691 2.30639 -17.38675 0.181 -0.379 -0.326
H 16.66899 3.18245 -18.63369 -0.078 -0.040 0.075
H 15.90909 1.82915 -17.67839 0.146 -0.109 -0.680
H 15.50908 2.84014 -15.94081 0.293 0.083 0.841
H 17.72296 5.02326 -16.17974 -0.196 0.280 -0.686
H 17.89478 3.62176 -15.26862 -0.228 -0.664 0.175
H 18.21891 5.02703 -13.44399 0.259 0.064 -0.674
H 16.79318 5.36015 -12.60654 -0.576 -0.044 -0.152
H 17.29355 6.58329 -13.72880 0.421 -0.022 -0.129
H 14.44077 3.86240 -17.64998 -0.428 -0.412 0.092
H 15.57631 4.92272 -17.82167 -0.021 0.615 -0.212
C 15.46265 2.45996 -12.40646 0.744 0.507 0.426
C 14.09472 2.90458 -11.83952 2.227 -1.893 0.057
C 13.85317 2.33285 -10.45675 0.121 -0.070 -0.679
O 12.61140 2.85738 -9.99081 0.561 -0.824 0.360
C 12.48225 2.72529 -8.58611 -1.008 0.487 0.080
N 14.09221 4.32854 -11.69558 -1.001 0.596 -1.048
H 15.73976 1.40721 -12.35143 -0.701 -0.199 -0.334
H 16.30269 2.91086 -11.87815 -0.064 0.375 0.668
H 15.64137 2.87683 -13.39761 -0.447 -0.409 -0.299
H 13.39186 2.44015 -12.53117 -0.668 0.807 -0.038
H 14.66691 2.69588 -9.82894 0.148 -0.108 0.350
H 13.91527 1.24841 -10.54749 -0.471 -0.293 0.561
H 11.47544 3.05991 -8.33618 -0.141 -0.118 -0.109
H 13.12537 3.40757 -8.03023 0.544 -0.123 -0.108
H 12.57448 1.70176 -8.22282 0.278 -0.101 -0.158
H 13.24628 4.41201 -11.15011 -0.256 1.088 0.241
H 14.85060 4.57016 -11.07382 0.210 0.134 0.083
C 16.24433 9.69325 -13.76844 -0.650 0.239 -0.542
C 14.90528 8.94650 -13.99049 1.300 1.086 -2.060
C 14.83718 8.39442 -15.47769 0.691 1.356 1.400
O 13.57016 7.91035 -15.75037 -1.198 -1.037 0.201
C 13.19595 7.69426 -17.10933 0.231 0.289 0.108
N 14.78164 7.94552 -12.99639 -0.802 -0.894 0.533
H 16.37398 10.52294 -14.46335 -0.100 -0.030 -0.219
H 17.10799 9.03958 -13.89057 -0.062 -0.111 0.244
H 16.23080 10.16724 -12.78698 0.181 -0.284 0.185
H 14.08902 9.66105 -13.88441 -0.126 0.400 -0.353
H 15.62362 7.65716 -15.63915 0.127 -0.310 -0.042
H 15.04383 9.27038 -16.09258 0.138 0.095 -0.348
H 13.17468 8.65117 -17.63083 -0.076 0.108 -0.128
H 12.20242 7.24601 -17.11867 0.000 0.140 0.152
H 13.85114 7.01815 -17.65861 0.302 -0.098 0.234
H 13.79841 7.71633 -13.02495 -0.247 -0.884 0.118
H 14.78121 8.43782 -12.11449 0.556 -0.028 0.519
C 10.19759 4.46243 -15.97052 -0.071 -0.928 -0.696
C 10.66703 3.32679 -14.99425 0.437 1.705 -0.843
C 9.94836 2.02443 -15.22763 -0.750 0.223 -1.239
O 10.19818 1.64878 -16.56766 0.764 1.134 -0.103
C 10.00757 0.31722 -16.88539 -0.738 -0.163 -0.171
N 12.15001 3.29175 -15.18794 -0.756 -1.032 0.755
H 10.89338 5.29979 -16.02352 -0.115 0.095 0.644
H 9.16152 4.79474 -15.90545 0.002 0.099 0.640
H 10.24188 4.09096 -16.99431 0.128 -0.413 -0.055
H 10.43263 3.62437 -13.97219 0.293 0.111 0.183
H 8.88507 2.25953 -15.18023 -0.450 -0.059 0.360
H 10.12096 1.21174 -14.52205 0.565 0.063 0.153
H 9.04900 0.02253 -16.45829 0.042 -0.724 0.326
H 10.86737 -0.26957 -16.56211 -0.197 -0.431 0.056
H 9.85078 0.24559 -17.96167 0.401 -0.020 -0.074
H 12.33992 2.86264 -16.08231 -0.294 0.464 -1.123
H 12.42086 2.45907 -14.68458 0.586 -0.287 1.086
```
Positions in Å, forces in eV/Å.

Summary:
HOMO (spin up / spin down) ... -1.707 / -9.472 eV
Total energy ... -1871.4737 Ha
2S+1 ... 2
Kohn-Sham gap (spin up / spin down) ... 1.72 / 9.68 eV

For each atom in turn, the Mulliken charge in e is: K -0.70; C -0.60; O -0.43; H 0.16; H 0.26; H 0.43; H 0.19; C -1.72; C 1.48; C -1.45; O 0.08; C -0.51; N -0.58; H 0.35; H 0.36; H 0.36; H 0.24; H 0.42; H 0.44; H 0.40; H 0.06; H -0.09; H 0.11; H 0.26; C -1.44; C 1.20; C -1.03; O -0.31; C -0.86; N -0.27; H 0.45; H 0.37; H 0.15; H -0.33; H 0.35; H 0.46; H 0.27; H 0.35; H 0.31; H 0.28; H 0.17; C -1.58; C 0.36; C -0.67; O -0.23; C -0.40; N -0.21; H 0.44; H 0.25; H 0.43; H 0.44; H 0.07; H 0.58; H 0.40; H 0.11; H 0.13; H -0.18; H 0.31; C -1.22; C 0.98; C -1.08; O -0.17; C -1.00; N -0.51; H 0.03; H 0.42; H 0.38; H 0.39; H 0.44; H 0.41; H 0.35; H 0.25; H 0.27; H 0.22; H -0.06

***

2.
Entry from OMol25: a molecular structure, C17H48O17S2V in a non-equilibrium geometry (ωB97M-V/def2-TZVPD).

Structure (XYZ):
```
85
Properties=species:S:1:pos:R:3:forces:R:3
O -0.81005 -0.09239 1.09566 0.812 -3.175 -1.478
V -0.41162 -1.38743 0.06896 -0.792 4.509 0.118
O 0.05844 -0.64016 -1.29239 -0.160 -1.368 1.197
S -0.09471 -7.13251 -2.36873 -0.905 -0.336 1.087
O 0.11340 -5.78946 -1.80291 0.467 -0.342 -0.807
O 1.14088 -7.92698 -2.47254 0.211 0.637 -0.691
O -1.06030 -7.87915 -1.53665 -0.526 -0.961 2.268
O -1.00758 -7.17977 -3.54086 1.134 0.933 -1.813
S -5.72188 -3.53303 -1.52575 -0.629 -0.865 2.764
O -5.30824 -4.84489 -1.99497 1.169 -2.035 -0.137
O -6.51718 -3.04604 -2.59501 -2.446 2.141 -3.302
O -6.56014 -3.63577 -0.31230 0.139 -0.050 0.402
O -4.57747 -2.67960 -1.28710 1.602 1.006 0.385
C 5.14424 -0.42594 2.04790 -0.185 0.607 1.109
O 4.08863 -1.21175 1.63008 -0.368 -1.485 -0.485
H 6.01756 -0.96814 2.41044 0.328 -0.262 -0.547
H 5.36510 0.29643 1.26209 0.441 0.301 0.318
H 4.76601 0.00658 2.97417 0.222 0.977 -0.103
H 4.45470 -2.05919 1.36658 -0.410 -0.161 -0.296
C -1.59748 -0.43352 -7.39732 -0.335 -0.470 1.371
O -2.49093 -0.27390 -8.50832 1.195 0.189 0.176
H -2.19901 -0.74410 -6.54304 -0.014 -0.319 -0.124
H -0.80517 -1.16740 -7.54477 -0.287 -0.358 -0.328
H -1.05953 0.42321 -6.99145 -0.241 0.837 -0.753
H -1.93734 -0.50935 -9.25646 -0.334 0.116 -0.330
C 6.14778 -3.74069 -3.07845 0.070 -0.500 0.533
C 6.52462 -5.03105 -2.33414 1.248 1.114 -0.295
C 8.07323 -5.05550 -2.08595 -1.429 -0.937 -0.044
O 5.89917 -5.08879 -1.07956 -0.200 -0.532 0.193
H 6.53498 -3.88447 -4.08716 -0.092 0.614 -0.158
H 6.57770 -2.88784 -2.55318 0.311 0.101 -0.248
H 5.07341 -3.55681 -3.07364 -0.042 -0.331 -0.243
H 6.23051 -5.85617 -2.98281 0.013 -0.332 0.172
H 8.58143 -4.82458 -3.02219 0.292 0.379 0.317
H 8.36970 -6.05687 -1.77377 -0.010 -0.209 -0.150
H 8.28941 -4.44685 -1.20794 0.162 0.560 -0.451
H 5.12848 -5.64545 -1.21285 -0.415 0.075 0.399
C -4.51671 4.91095 -2.98114 -1.303 -0.851 1.043
C -4.65943 3.55595 -2.09459 0.351 1.194 -0.845
C -5.15448 3.86459 -0.63959 1.195 -0.066 -0.995
O -5.46104 2.60144 -2.76133 -0.603 0.610 -0.213
H -3.80239 5.62043 -2.56342 0.440 -0.421 0.033
H -5.44154 5.48736 -2.95790 -0.451 -0.158 0.132
H -4.34743 4.74664 -4.04531 0.401 -0.425 0.194
H -3.65786 3.13247 -2.16945 0.312 0.167 0.948
H -6.11666 4.37672 -0.63688 0.064 0.049 -0.117
H -4.36471 4.48510 -0.21612 -0.204 0.394 0.240
H -5.20310 2.99896 0.02104 -0.091 -0.267 -0.391
H -5.18778 1.73970 -2.43830 -0.103 -0.302 -0.025
C -3.77489 3.42439 6.76556 0.170 0.177 -1.860
C -3.01728 4.74085 6.95977 -2.067 0.077 -3.225
C -3.96215 5.85862 6.56804 -1.589 0.946 -1.094
O -2.80897 4.84017 8.26439 1.615 0.446 4.844
H -4.35138 3.39659 5.84090 0.381 0.296 -0.562
H -4.62165 3.39323 7.45120 0.713 -0.426 0.817
H -3.08246 2.58930 6.65950 -0.365 -0.282 0.836
H -2.04097 4.88660 6.49754 -0.190 -0.678 -1.034
H -4.98006 5.64471 6.89392 0.011 -0.254 0.876
H -4.23598 5.98829 5.52099 0.914 -0.246 -0.538
H -3.75339 6.86529 6.93017 0.529 -0.111 0.251
H -1.96267 5.28453 8.35351 -0.123 0.044 0.679
C 0.37307 -4.10136 6.13481 0.589 0.039 -1.036
C 0.09438 -5.06643 4.98265 -3.485 -1.446 0.260
C -0.65370 -6.37609 5.43362 1.026 -1.050 0.838
O -0.89113 -4.53415 4.09025 0.800 1.189 -0.773
H -0.50996 -3.75189 6.66982 -0.187 -0.578 0.053
H 0.75369 -3.19932 5.65572 0.395 0.080 0.200
H 1.11682 -4.54516 6.79660 -0.007 0.234 0.232
H 0.93830 -5.27922 4.32642 0.171 0.060 0.395
H -1.16077 -6.93813 4.64934 0.003 0.715 -0.476
H -1.37218 -6.23426 6.24096 -0.314 0.771 -0.128
H -0.07647 -7.18502 5.88145 0.931 0.135 0.117
H -1.77035 -4.49640 4.47386 0.087 -0.127 0.288
C 3.14881 7.16939 -4.51573 -0.642 0.582 -0.855
C 2.28694 6.38649 -3.55707 0.082 -2.704 1.733
C 3.02007 5.17432 -2.79964 -0.548 0.436 -1.571
O 1.62987 7.07033 -2.53841 -0.355 1.944 0.616
H 3.66029 6.44416 -5.14860 0.368 0.297 0.036
H 3.77541 7.99638 -4.18176 0.708 -0.712 0.982
H 2.54291 7.79818 -5.16811 -0.649 -0.443 -0.358
H 1.40956 5.95664 -4.04031 0.432 -0.234 -0.795
H 2.34712 4.57527 -2.18615 -0.335 0.707 0.282
H 3.84599 5.55648 -2.19972 0.133 -0.159 -0.084
H 3.31654 4.40911 -3.51704 0.737 0.224 -0.213
H 2.25906 7.64714 -2.09910 0.058 0.061 0.235
```
Positions in Å, forces in eV/Å.

Summary:
HOMO ... 1.357 eV
Charge ... -3
Total energy ... -3695.4806 Ha
Energy relative to the best compared isomer or geometry (same formula, charge and spin) ... 185.3 kcal per mole
Kohn-Sham gap ... 2.22 eV

For each atom in turn, the Mulliken charge in e is: O -0.95; V 1.48; O -0.85; S 1.20; O -0.61; O -0.72; O -0.60; O -0.58; S 1.21; O -0.58; O -0.65; O -0.75; O -0.58; C -0.56; O -0.44; H 0.27; H 0.22; H 0.21; H 0.29; C -0.53; O -0.49; H 0.25; H 0.25; H 0.23; H 0.29; C -1.19; C 0.36; C -1.26; O -0.56; H 0.34; H 0.27; H 0.35; H 0.34; H 0.34; H 0.32; H 0.34; H 0.35; C -1.30; C 0.39; C -1.08; O -0.58; H 0.35; H 0.33; H 0.33; H 0.26; H 0.29; H 0.30; H 0.35; H 0.35; C -1.36; C 0.51; C -1.37; O -0.54; H 0.37; H 0.36; H 0.30; H 0.39; H 0.31; H 0.38; H 0.31; H 0.34; C -1.19; C 0.36; C -1.33; O -0.55; H 0.29; H 0.32; H 0.34; H 0.31; H 0.39; H 0.34; H 0.38; H 0.32; C -1.24; C 0.39; C -1.17; O -0.53; H 0.31; H 0.34; H 0.35; H 0.25; H 0.34; H 0.30; H 0.35; H 0.32

***

3.
Entry from OMol25: 7 unconnected molecules or ions with the total composition C17H48O7 in a non-equilibrium geometry (ωB97M-V/def2-TZVPD).

Structure (XYZ):
```
72
Properties=species:S:1:pos:R:3:forces:R:3
C 37.98100 30.21900 38.74100 -4.295 -0.924 -5.201
C 36.57500 30.91000 38.85300 1.752 1.524 4.018
C 35.95100 30.73900 40.36400 5.360 -3.989 -1.050
O 36.78900 32.32500 38.75500 3.692 -1.073 1.811
H 38.41300 30.74600 37.82200 -0.305 -1.280 0.953
H 37.75500 29.10000 38.58600 0.788 1.591 0.014
H 38.62800 30.34300 39.48200 2.312 0.702 3.567
H 35.96300 30.72900 37.98900 -0.674 -1.272 0.074
H 35.10200 31.19300 40.54200 -4.824 2.078 0.062
H 36.55600 31.15600 41.28600 -0.139 -0.929 -2.369
H 35.86400 29.60300 40.45900 -0.198 1.451 0.456
H 36.08600 32.61200 38.29000 -3.478 2.078 -2.326
C 41.98300 23.78200 32.15800 0.521 -0.381 -1.389
C 40.77000 23.70200 33.17800 2.628 -2.900 -3.524
C 40.25200 24.96700 33.58700 -7.208 -1.048 -3.982
O 39.86800 22.79700 32.49400 -2.467 0.000 1.081
H 42.80800 24.51100 32.29800 -0.482 -0.470 0.871
H 41.61100 24.12000 31.21900 -0.917 0.651 -0.886
H 42.44900 22.80900 31.74400 -0.792 1.008 1.669
H 41.22700 23.09300 33.86000 0.665 -1.092 3.036
H 39.81600 25.43700 32.58200 0.833 -0.711 1.758
H 40.81300 25.68000 33.93600 3.498 3.467 2.413
H 39.28300 24.81300 34.14600 1.156 0.277 0.052
H 39.08800 22.45300 33.09500 2.859 1.261 -1.252
C 41.21800 28.25600 35.96400 1.284 1.018 1.571
C 42.67200 28.41300 35.45500 -3.784 4.223 0.828
C 43.47500 27.27400 35.67200 2.000 1.564 2.699
O 42.51900 28.73400 34.08900 0.796 -0.143 -0.978
H 40.71600 27.45800 35.50400 -0.573 -1.079 -1.118
H 40.76000 29.20900 35.67700 -0.541 -0.291 0.657
H 41.17300 27.99400 37.05300 -0.038 0.814 -0.679
H 43.09500 29.36600 36.00500 -0.406 -1.769 -0.838
H 43.10100 26.42500 35.28200 -1.440 -3.037 -1.120
H 43.49900 27.30000 36.79700 0.914 -0.882 -1.065
H 44.34200 27.55700 35.13700 1.865 -0.478 0.131
H 42.22000 29.64200 34.02300 -0.072 0.061 -0.084
C 36.94500 22.39500 36.32800 3.162 0.246 -1.586
C 37.54200 21.58500 35.12900 1.031 3.329 0.575
C 36.88500 21.96000 33.84000 -1.769 -0.118 -3.802
O 38.98400 21.85700 35.05500 -1.108 -0.154 -0.125
H 37.35800 23.40200 36.08200 -1.076 -0.195 0.749
H 37.52300 22.00200 37.18600 -0.920 0.387 -0.001
H 35.89200 22.23700 36.31500 -0.776 0.333 0.509
H 37.37800 20.65000 35.48300 -0.308 -3.520 -0.118
H 37.19400 21.49700 32.84000 0.330 -0.534 1.677
H 36.98700 22.99800 33.40300 -0.124 -0.378 1.673
H 35.76600 21.70000 33.78400 1.505 0.562 0.656
H 39.48500 21.23800 35.59900 -0.260 0.035 -0.074
C 39.35700 22.33300 40.94300 -1.023 2.677 3.233
C 38.55400 23.28600 40.05700 -0.175 -1.772 -0.313
C 37.20900 23.69200 40.74800 4.718 -5.494 2.907
O 39.33600 24.42300 39.78800 -0.079 -0.716 -0.195
H 39.12600 21.32700 41.03900 -1.224 -1.961 -0.576
H 39.16400 22.71500 42.00200 0.264 -0.427 -0.925
H 40.40400 22.33700 40.93800 1.665 0.571 -0.996
H 38.32500 22.62400 39.12200 0.110 1.585 0.951
H 37.36200 24.26300 41.65100 0.254 -0.476 0.665
H 36.68200 22.73200 40.80900 -0.273 0.367 0.793
H 36.71800 24.26000 40.18700 -4.220 4.754 -5.145
H 38.75800 24.91800 39.20300 0.022 0.925 -0.290
C 34.58600 27.16200 37.35500 2.318 2.326 2.886
O 35.03700 26.91300 38.63700 2.436 2.417 0.546
H 34.36800 28.15300 37.21700 0.276 3.035 -0.190
H 33.72000 26.80800 37.18700 -6.056 -3.694 -1.432
H 35.32300 26.85700 36.78200 2.997 -1.401 -3.803
H 34.55400 26.26200 39.02900 -2.075 -2.716 1.772
C 38.26600 26.51300 37.04900 3.047 1.552 -0.779
O 37.71000 26.13400 38.24700 -3.104 0.217 0.880
H 38.44500 27.66700 36.89100 0.124 -2.009 0.800
H 37.68200 26.28000 36.23700 -1.893 -0.752 -2.020
H 39.20700 25.89000 36.81800 -0.979 1.268 0.794
H 36.67400 26.30700 38.24100 2.893 -0.285 0.444
```
Positions in Å, forces in eV/Å.

Summary:
HOMO ... -9.553 eV
Total energy ... -1202.8416 Ha
SMILES ... CC(C)O.CC(C)O.CC(C)O.CC(C)O.CC(C)O.CO.CO
Energy relative to the best compared isomer or geometry (same formula, charge and spin) ... 189.5 kcal per mole
Kohn-Sham gap ... 9.81 eV

For each atom in turn, the Mulliken charge in e is: C -0.76; C 0.22; C -1.15; O -0.53; H 0.23; H -0.05; H 0.47; H 0.33; H 0.47; H 0.27; H 0.20; H 0.30; C -1.54; C 0.59; C -0.42; O -0.66; H 0.34; H 0.42; H 0.32; H 0.25; H 0.20; H 0.12; H 0.01; H 0.21; C -0.63; C 0.47; C -1.18; O -0.58; H -0.14; H 0.26; H 0.34; H 0.23; H 0.28; H 0.34; H 0.31; H 0.32; C -0.72; C 0.51; C -1.55; O -0.48; H -0.04; H 0.04; H 0.49; H 0.47; H 0.44; H 0.37; H 0.31; H 0.23; C -1.52; C 1.52; C -1.22; O -0.58; H 0.42; H 0.30; H 0.42; H -0.57; H 0.36; H 0.35; H 0.25; H 0.27; C -0.85; O -0.44; H 0.28; H 0.56; H 0.25; H 0.25; C -0.56; O -0.33; H 0.08; H 0.43; H 0.23; H 0.15